Entry 1:
A structure of composition C34H60N2O14Pb, computed with ωB97M-V/def2-TZVPD.

Structure (XYZ):
```
111
C34H60N2O14Pb | the OMol25 dataset | ωB97M-V/def2-TZVPD
Pb 0.057 -0.356 0.205
C -3.202 -3.581 1.527
C -1.838 -2.974 1.920
C -1.389 -3.836 3.132
C -0.720 -5.166 2.793
C 0.270 -4.956 1.610
C -0.132 -4.090 0.389
N -0.898 -2.901 0.791
O -1.485 -2.214 -0.278
C -0.924 -4.923 -0.614
C 1.197 -3.616 -0.200
C -1.992 -1.567 2.512
H -3.178 -4.667 1.460
H -3.578 -3.197 0.573
H -3.988 -3.216 2.196
H -2.252 -4.017 3.778
H -0.699 -3.275 3.770
H -1.403 -5.956 2.485
H -0.089 -5.450 3.634
H 0.459 -5.968 1.236
H 1.238 -4.635 1.996
H -0.438 -5.898 -0.749
H -1.193 -4.459 -1.560
H -1.894 -5.264 -0.233
H 1.822 -3.037 0.473
H 1.088 -3.017 -1.114
H 1.755 -4.440 -0.665
H -2.648 -1.653 3.386
H -2.476 -0.864 1.833
H -1.077 -1.124 2.905
C 0.727 3.648 3.380
C -0.270 2.967 2.497
C -1.470 3.960 2.338
C -1.196 5.101 1.368
C -0.877 4.519 -0.007
C 0.381 3.615 0.052
N 0.246 2.676 1.154
O 1.223 1.665 1.152
C 1.636 4.504 0.126
C 0.343 2.864 -1.290
C -0.925 1.750 3.153
H 1.144 4.583 2.983
H 1.648 3.054 3.434
H 0.399 3.983 4.368
H -1.745 4.437 3.283
H -2.341 3.423 1.950
H -0.305 5.674 1.645
H -2.011 5.828 1.342
H -0.662 5.370 -0.664
H -1.774 4.030 -0.399
H 1.856 4.998 -0.821
H 2.496 3.852 0.314
H 1.603 5.142 1.008
H 1.247 2.300 -1.519
H 0.280 3.644 -2.060
H -0.562 2.264 -1.365
H -1.704 1.369 2.489
H -1.541 2.074 3.997
H -0.281 0.918 3.432
C -1.361 2.515 -5.925
C -1.344 1.130 -5.323
C -0.155 0.301 -5.866
O 0.430 -0.290 -4.721
C -0.102 0.240 -3.600
O 0.256 0.033 -2.497
O -0.937 1.251 -3.959
H -1.283 2.522 -7.014
H -0.680 3.258 -5.515
H -2.343 2.955 -5.715
H -2.288 0.602 -5.450
H 0.566 0.989 -6.306
H -0.492 -0.440 -6.588
C 4.577 -3.542 3.986
C 3.511 -2.632 4.554
C 3.910 -1.147 4.557
O 3.013 -0.557 3.608
C 2.101 -1.450 3.190
O 1.285 -1.245 2.354
O 2.380 -2.653 3.704
H 4.196 -4.541 3.797
H 5.474 -3.565 4.608
H 4.952 -3.040 3.089
H 3.179 -2.944 5.547
H 4.883 -0.929 4.114
H 3.792 -0.649 5.519
C 4.563 1.177 -4.423
C 4.128 -0.118 -3.764
C 5.311 -0.808 -3.049
O 4.667 -1.247 -1.822
C 3.390 -0.786 -1.752
O 2.670 -0.939 -0.834
O 3.157 0.059 -2.803
H 3.751 1.536 -5.063
H 5.508 1.202 -4.957
H 4.558 1.953 -3.648
H 3.814 -0.759 -4.598
H 6.149 -0.135 -2.879
H 5.638 -1.742 -3.498
C -6.159 2.257 -1.007
C -5.311 1.071 -1.466
C -4.281 1.562 -2.476
O -3.072 1.526 -1.710
C -3.273 1.061 -0.481
O -2.393 0.951 0.323
O -4.530 0.626 -0.353
H -6.672 2.785 -1.815
H -5.550 3.010 -0.501
H -6.953 2.031 -0.292
H -5.869 0.186 -1.763
H -4.433 2.605 -2.735
H -4.289 0.867 -3.315
```

The charge is 0. The value obtained for the frontier orbital gap is 2.85 eV. The HOMO energy comes out at -0.176 Ha. As for the LUMO energy: -1.94 eV.

Entry 2:
A cluster of 6 separate species, H14NO5 in total, computed with ωB97M-V/def2-TZVPD.

Structure (XYZ):
```
20
H14NO5 | the OMol25 dataset | ωB97M-V/def2-TZVPD
N -0.101 -1.529 -0.421
H -0.429 -1.958 -1.300
H -0.942 -1.219 0.071
H 0.478 -2.216 0.051
H 0.506 -0.690 -0.635
H 0.511 3.719 -1.600
H -0.750 3.455 -0.736
O 0.032 3.044 -1.107
H -1.614 -3.142 -3.258
H -2.524 -2.456 -2.100
O -1.758 -2.990 -2.323
H -2.202 2.069 0.678
H -3.018 1.405 -0.171
O -2.076 1.314 0.073
H 2.225 0.882 -0.142
H 1.168 1.498 -0.910
O 1.526 0.606 -0.750
H 2.947 0.146 4.561
H 3.051 -1.201 5.110
O 2.465 -0.690 4.539
```

Its energy above the lowest of the compared OMol25 structures with the same formula, charge and spin is 30.2 kcal per mole. The charge is +1. The value obtained for the frontier orbital gap is 10.89 eV. The HOMO energy comes out at -0.510 Ha. As for the LUMO energy: -2.98 eV.

Entry 3:
A cluster of 2 separate species, C3H10O2S in total, computed with ωB97M-V/def2-TZVPD.

Structure (XYZ):
```
16
C3H10O2S | the OMol25 dataset | ωB97M-V/def2-TZVPD
O -1.556 1.177 1.462
C -0.156 1.243 1.414
C 0.562 1.045 0.068
C 0.123 2.115 -0.895
S 0.865 1.785 -2.602
H -1.821 0.482 0.842
H 0.348 0.724 2.248
H 0.174 2.248 1.728
H 0.350 0.006 -0.219
H 1.630 1.102 0.264
H -0.919 2.215 -1.171
H 0.503 3.094 -0.611
H 1.234 0.514 -2.511
O -0.387 -5.521 -0.042
H -0.393 -6.080 0.754
H -0.559 -6.149 -0.730
```

Its energy above the lowest of the compared OMol25 structures with the same formula, charge and spin is 12.2 kcal per mole. The charge is 0. The value obtained for the frontier orbital gap is 9.78 eV. The HOMO energy comes out at -0.330 Ha. As for the structure (SMILES): OCCCS.O. As for the LUMO energy: 0.79 eV.

Entry 4:
A cluster of 4 separate species, C2H11NO4 in total, computed with ωB97M-V/def2-TZVPD.

Structure (XYZ):
```
18
C2H11NO4 | the OMol25 dataset | ωB97M-V/def2-TZVPD
C -2.120 -0.537 0.170
N -0.731 -0.971 0.188
C -0.125 -1.713 -0.758
O 1.055 -2.013 -0.777
H -2.326 0.476 -0.170
H -2.616 -1.257 -0.494
H -2.568 -0.791 1.130
H -0.155 -0.573 0.919
H -0.903 -2.038 -1.471
O 1.341 1.559 0.799
H 1.717 0.901 0.174
H 2.122 1.613 1.364
O 2.756 -0.202 -0.624
H 2.454 -1.019 -1.081
H 3.706 -0.272 -0.496
O -1.477 2.254 0.048
H -0.527 2.014 0.125
H -1.603 2.569 0.952
```

Its energy above the lowest of the compared OMol25 structures with the same formula, charge and spin is 24.2 kcal per mole. The charge is 0. The value obtained for the frontier orbital gap is 10.59 eV. The HOMO energy comes out at -0.362 Ha. As for the structure (SMILES): CNC=O.O.O.O. As for the LUMO energy: 0.74 eV.

Entry 5:
A cluster of 5 separate species, C39H51N4O8 in total, computed with ωB97M-V/def2-TZVPD.

Structure (XYZ):
```
102
C39H51N4O8 | the OMol25 dataset | ωB97M-V/def2-TZVPD
C 3.909 1.052 4.029
C 3.858 -0.115 3.035
C 4.026 0.332 1.582
C 3.050 -0.388 0.650
C 1.605 0.105 0.716
C 1.374 1.609 0.503
C 0.285 2.125 1.433
C -0.247 3.524 1.099
C -1.776 3.600 1.162
C -2.379 3.038 2.442
C -3.913 2.839 2.355
C -4.279 1.390 2.698
C -3.918 0.438 1.536
C -2.882 -0.630 1.902
C -2.553 -1.547 0.723
H 4.876 1.146 4.538
H 3.161 0.922 4.819
H 3.721 2.038 3.551
H 2.859 -0.560 3.131
H 3.952 1.432 1.483
H 5.033 0.080 1.214
H 3.390 -0.413 -0.396
H 3.051 -1.431 0.979
H 0.967 -0.427 0.006
H 1.229 -0.151 1.709
H 2.297 2.176 0.603
H 1.013 1.767 -0.520
H -0.542 1.416 1.319
H 0.608 2.051 2.472
H 0.159 4.266 1.791
H 0.098 3.808 0.102
H -2.198 3.089 0.293
H -2.076 4.651 1.090
H -2.126 3.676 3.289
H -1.948 2.059 2.634
H -4.233 3.027 1.332
H -4.421 3.521 3.036
H -3.762 1.081 3.607
H -5.348 1.324 2.911
H -4.808 -0.071 1.169
H -3.487 1.032 0.727
H -1.979 -0.120 2.240
H -3.253 -1.206 2.754
H -3.462 -1.730 0.148
H -1.810 -1.086 0.075
H -2.187 -2.512 1.062
C -0.601 -4.423 -4.376
C 0.542 -3.729 -4.750
C 0.794 -2.470 -4.228
C -0.115 -1.931 -3.338
C -1.259 -2.602 -2.952
C -1.500 -3.860 -3.480
N 0.155 -0.603 -2.761
O 1.165 -0.028 -3.108
O -0.649 -0.172 -1.963
H -0.789 -5.409 -4.780
H 1.245 -4.171 -5.443
H 1.682 -1.921 -4.502
H -1.943 -2.156 -2.245
H -2.387 -4.403 -3.183
C 7.098 1.859 -1.332
C 8.468 1.824 -1.561
C 9.086 0.632 -1.897
C 8.312 -0.510 -1.996
C 6.949 -0.499 -1.762
C 6.341 0.700 -1.430
N 8.963 -1.774 -2.373
O 10.166 -1.760 -2.552
O 8.266 -2.759 -2.492
H 6.618 2.791 -1.068
H 9.057 2.727 -1.477
H 10.149 0.589 -2.078
H 6.372 -1.409 -1.833
H 5.278 0.728 -1.232
C -3.344 -6.032 5.368
C -2.588 -5.128 4.634
C -2.835 -4.954 3.282
C -3.843 -5.694 2.692
C -4.607 -6.600 3.403
C -4.350 -6.767 4.753
N -4.116 -5.500 1.257
O -3.413 -4.711 0.664
O -5.026 -6.133 0.760
H -3.149 -6.163 6.424
H -1.805 -4.557 5.112
H -2.254 -4.255 2.700
H -5.386 -7.162 2.911
H -4.936 -7.472 5.327
C -1.214 3.727 -3.502
C -2.177 3.121 -4.299
C -3.417 3.716 -4.466
C -3.670 4.914 -3.823
C -2.730 5.530 -3.018
C -1.493 4.928 -2.864
N -4.982 5.555 -4.006
O -5.798 4.985 -4.701
O -5.173 6.619 -3.455
H -0.248 3.257 -3.372
H -1.963 2.182 -4.789
H -4.175 3.256 -5.081
H -2.962 6.460 -2.520
H -0.744 5.390 -2.234
```

Its energy above the lowest of the compared OMol25 structures with the same formula, charge and spin is 0.0 kcal per mole. The charge is -1. The value obtained for the frontier orbital gap is 1.87 eV. The HOMO energy comes out at -0.037 Ha. As for the LUMO energy: 0.85 eV.

Entry 6:
A structure of composition C5H7N3, computed with ωB97M-V/def2-TZVPD.

Structure (XYZ):
```
15
C5H7N3 | the OMol25 dataset | ωB97M-V/def2-TZVPD
C 0.259 -1.760 1.195
C -0.605 -0.873 0.274
C 0.092 0.520 -1.027
C 0.690 1.755 -1.152
C -0.677 0.626 0.107
H 0.373 -2.776 0.691
H 1.306 -1.551 1.256
H -0.273 -2.122 2.279
H -1.733 -1.146 0.118
H -0.739 -1.390 -1.805
H 1.725 2.195 -1.704
H 0.067 3.349 0.097
N -0.015 -0.979 -1.104
N 0.260 2.391 0.045
N -0.730 1.761 0.731
```

Its energy above the lowest of the compared OMol25 structures with the same formula, charge and spin is 134.3 kcal per mole. The charge is 0. The value obtained for the frontier orbital gap is 9.94 eV. The HOMO energy comes out at -0.328 Ha. As for the LUMO energy: 1.00 eV.